Below is a 12-piece molecular cluster, C36H72O12 overall in a non-equilibrium geometry, with properties calculated with ωB97M-V/def2-TZVPD.

Computed properties:
Energy relative to the best compared isomer or geometry (same formula, charge and spin) (kJ/mol): 143.36
Kohn-Sham gap (eV): 9.26
Spin multiplicity: 1
Net charge: 0
Calculated total energy (eV): -63067.9329

Bonds (Å) are listed after each position.
Element x y z (Å)
1 O -0.74163 -1.08186 -4.62909  C29 1.211
2 O -4.59282 2.06377 -0.13858  C43 1.208
3 O -4.72706 -2.78805 1.27194  C39 1.208
4 O 0.15122 3.83731 -6.42064  C34 1.202
5 O 3.89892 1.54336 -0.53911  C15 1.208
6 O 1.94176 -0.31931 3.92812  C28 1.212
7 O 3.46716 -3.99996 -4.92142  C20 1.204
8 O -0.34238 1.54852 0.16356  C25 1.206
9 O -0.34994 -6.30765 3.09586  C38 1.204
10 O -2.45603 -1.33722 4.76814  C47 1.205
11 O 0.08115 4.54137 3.67566  C18 1.208
12 O 5.13313 2.55176 -5.56841  C14 1.204
13 C -3.82291 3.67239 -1.68542  C43 1.518, H52 1.092, H58 1.090, H72 1.091
14 C 5.04277 1.67666 -4.74588  O12 1.204, C41 1.508, C46 1.548
15 C 4.13719 1.07243 0.54703  O5 1.208, C35 1.511, C45 1.501
16 C 0.27084 -0.06104 -1.49648  C25 1.519, H55 1.093, H106 1.089, H115 1.093
17 C 3.86522 -0.18076 5.34406  C28 1.519, H60 1.091, H63 1.088, H77 1.092
18 C 0.97128 3.73292 3.79502  O11 1.208, C22 1.484, C31 1.511
19 C -1.79485 0.85084 4.04438  C47 1.512, H62 1.096, H64 1.091, H107 1.085
20 C 2.59396 -3.24802 -4.57292  O7 1.204, C27 1.529, C40 1.504
21 C -1.65432 2.30395 -6.33498  C34 1.502, H51 1.088, H89 1.094, H91 1.095
22 C 1.39763 2.94731 2.61025  C18 1.484, H76 1.087, H90 1.091, H120 1.095
23 C -0.08653 -0.62671 1.04891  C25 1.535, H59 1.089, H65 1.084, H66 1.087
24 C -3.08622 3.66177 0.76943  C43 1.491, H68 1.093, H88 1.089, H118 1.094
25 C -0.07046 0.40115 -0.09049  O8 1.206, C16 1.519, C23 1.535
26 C -2.77477 -1.42318 -3.42264  C29 1.501, H70 1.093, H73 1.087, H93 1.098
27 C 2.89847 -2.07739 -3.63689  C20 1.529, H53 1.094, H92 1.093, H116 1.083
28 C 2.64173 -0.86232 4.75518  O6 1.212, C17 1.519, C48 1.500
29 C -1.92574 -1.33228 -4.65714  O1 1.211, C26 1.501, C36 1.512
30 C -2.53874 0.33279 6.44817  C47 1.520, H49 1.091, H56 1.092, H103 1.089
31 C 1.55268 3.44286 5.15885  C18 1.511, H71 1.096, H75 1.088, H97 1.089
32 C -0.55097 -4.05491 2.33785  C38 1.520, H94 1.093, H95 1.090, H111 1.089
33 C -4.23448 -0.60740 2.13547  C39 1.519, H83 1.083, H101 1.091, H108 1.089
34 C -0.54047 3.12227 -5.74659  O4 1.202, C21 1.502, C42 1.526
35 C 3.42981 -0.20211 0.94404  C15 1.511, H67 1.085, H85 1.082, H98 1.097
36 C -2.60995 -1.72709 -5.94608  C29 1.512, H81 1.091, H84 1.087, H99 1.093
37 C -2.44402 -5.77049 2.08492  C38 1.515, H50 1.084, H104 1.093, H117 1.095
38 C -1.02305 -5.48699 2.52659  O9 1.204, C32 1.520, C37 1.515
39 C -5.14809 -1.74575 1.71417  O3 1.208, C33 1.519, C44 1.526
40 C 1.13026 -3.47468 -4.83461  C20 1.504, H78 1.087, H102 1.095, H105 1.091
41 C 5.93038 0.45766 -4.76099  C14 1.508, H54 1.085, H69 1.088, H74 1.095
42 C -0.20535 2.89870 -4.27444  C34 1.526, H57 1.093, H79 1.084, H82 1.094
43 C -3.94019 3.06737 -0.29844  O2 1.208, C13 1.518, C24 1.491
44 C -6.64382 -1.44970 1.64422  C39 1.526, H80 1.085, H100 1.091, H119 1.100
45 C 5.15424 1.71001 1.44865  C15 1.501, H86 1.093, H87 1.085, H113 1.094
46 C 3.89357 1.78401 -3.71502  C14 1.548, H61 1.087, H109 1.090, H110 1.085
47 C -2.25090 -0.18362 5.04817  O10 1.205, C19 1.512, C30 1.520
48 C 2.57179 -2.34815 4.94857  C28 1.500, H96 1.092, H112 1.082, H114 1.099
49 H -3.08029 -0.43794 6.99829  C30 1.091
50 H -2.75427 -5.37411 1.12442  C37 1.084
51 H -2.52173 2.26541 -5.67889  C21 1.088
52 H -2.82580 3.47786 -2.08462  C13 1.092
53 H 2.50521 -2.33338 -2.64908  C27 1.094
54 H 5.39593 -0.39652 -4.35745  C41 1.085
55 H 1.28888 0.15522 -1.82982  C16 1.093
56 H -1.60521 0.49182 6.99118  C30 1.092
57 H -0.35524 1.84763 -4.01318  C42 1.093
58 H -4.05757 4.73651 -1.72596  C13 1.090
59 H 0.27836 -1.55348 0.60787  C23 1.089
60 H 3.71304 0.09634 6.38866  C17 1.091
61 H 4.26005 2.59137 -3.08605  C46 1.087
62 H -0.76197 1.07001 4.33989  C19 1.096
63 H 4.74876 -0.80490 5.22901  C17 1.088
64 H -2.36964 1.77615 4.10281  C19 1.091
65 H -1.11466 -0.69731 1.38581  C23 1.084
66 H 0.63853 -0.23533 1.75763  C23 1.087
67 H 3.33117 -0.31853 2.01861  C35 1.085
68 H -2.02198 3.57989 0.53577  C24 1.093
69 H 6.33627 0.28051 -5.75524  C41 1.088
70 H -2.57276 -0.69613 -2.63203  C26 1.093
71 H 1.19265 2.45546 5.46815  C31 1.096
72 H -4.51859 3.19767 -2.37901  C13 1.091
73 H -3.83779 -1.45411 -3.64858  C26 1.087
74 H 6.81072 0.66155 -4.14314  C41 1.095
75 H 2.63787 3.45253 5.23930  C31 1.088
76 H 1.20244 3.48832 1.68794  C22 1.087
77 H 4.05705 0.76062 4.82598  C17 1.092
78 H 1.00487 -4.33586 -5.48651  C40 1.087
79 H 0.79788 3.22543 -4.02433  C42 1.084
80 H -6.94796 -0.52070 1.17300  C44 1.085
81 H -1.80808 -1.95631 -6.64912  C36 1.091
82 H -0.94029 3.40833 -3.64406  C42 1.094
83 H -3.26916 -0.77660 1.67364  C33 1.083
84 H -3.28025 -2.57713 -5.84886  C36 1.087
85 H 2.51641 -0.26284 0.36762  C35 1.082
86 H 4.74833 1.90101 2.44548  C45 1.093
87 H 5.52234 2.62757 1.00140  C45 1.085
88 H -3.23294 3.21553 1.75200  C24 1.089
89 H -1.22331 1.36952 -6.70594  C21 1.094
90 H 2.43111 2.59830 2.62082  C22 1.091
91 H -2.00560 2.70860 -7.29007  C21 1.095
92 H 2.25474 -1.23918 -3.91748  C27 1.093
93 H -2.51618 -2.34095 -2.87914  C26 1.098
94 H 0.29356 -3.92936 3.02090  C32 1.093
95 H -0.14683 -3.88217 1.33998  C32 1.090
96 H 3.50755 -2.77624 4.58432  C48 1.092
97 H 1.13171 4.13961 5.88273  C31 1.089
98 H 4.15183 -0.94814 0.58832  C35 1.097
99 H -3.14459 -0.86359 -6.34928  C36 1.093
100 H -7.12249 -2.34042 1.23397  C44 1.091
101 H -4.17028 -0.64220 3.22418  C33 1.091
102 H 0.63284 -3.70681 -3.88766  C40 1.095
103 H -3.16963 1.21985 6.46965  C30 1.089
104 H -2.61033 -6.85007 2.13165  C37 1.093
105 H 0.66123 -2.54704 -5.16509  C40 1.091
106 H -0.39421 0.34694 -2.25564  C16 1.089
107 H -1.77680 0.57668 2.99514  C19 1.085
108 H -4.70021 0.35983 1.95303  C33 1.089
109 H 3.05228 2.06938 -4.34582  C46 1.090
110 H 3.62321 0.86083 -3.21251  C46 1.085
111 H -1.27848 -3.29410 2.61788  C32 1.089
112 H 1.67370 -2.80268 4.55049  C48 1.082
113 H 5.97563 1.01629 1.65191  C45 1.094
114 H 2.63717 -2.54437 6.02779  C48 1.099
115 H 0.18671 -1.14804 -1.57885  C16 1.093
116 H 3.96228 -1.87545 -3.64705  C27 1.083
117 H -3.07399 -5.41127 2.90539  C37 1.095
118 H -3.26632 4.73265 0.90253  C24 1.094
119 H -7.07026 -1.45317 2.65810  C44 1.100
120 H 0.78396 2.04065 2.57624  C22 1.095